Formula: C6H38BNO11
Source: OMol25
Level of theory: the ωB97M-V functional and the def2-TZVPD basis

Its HOMO energy is -8.7 eV. As for the energy above the lowest of the compared OMol25 structures with the same formula, charge and spin: 90.4 kcal per mole.

Last column: natural (NBO) charge in e.
Geometry (Å):
O: 19.37300 33.50200 17.13400  -0.964
O: 19.44600 31.00000 18.98900  -0.967
O: 15.09800 34.55100 15.90600  -0.922
O: 14.04800 31.34100 17.03900  -0.951
O: 21.57200 38.91500 28.57500  -0.480
O: 13.50700 35.30200 20.42700  -0.972
O: 18.08000 30.70200 16.39000  -0.947
O: 17.88500 36.97300 20.85400  -0.949
O: 16.49800 30.29300 21.62500  -0.930
O: 16.84300 34.78500 24.43300  -0.520
O: 12.11800 30.83300 19.15000  -0.965
N: 19.22000 37.12300 26.10900  -0.461
C: 20.94000 38.50100 27.15100  -0.120
C: 17.81800 35.93700 24.45700  -0.059
C: 19.65900 37.71500 27.36800  -0.268
C: 20.63600 39.69500 29.20700  -0.253
C: 18.29400 35.95200 25.95200  -0.220
C: 16.74600 34.23400 23.10700  -0.292
B: 16.29100 33.12000 19.14500  -0.768
H: 18.68900 35.14100 26.40800  0.231
H: 17.66600 34.11300 22.71700  0.178
H: 18.47400 33.92200 17.25300  0.482
H: 12.75900 31.19100 18.57900  0.492
H: 14.43000 35.10800 20.09900  0.497
H: 16.08400 33.40000 23.11200  0.229
H: 18.75600 38.19600 27.73800  0.239
H: 18.17200 31.53400 16.78100  0.477
H: 15.05800 32.82000 19.58200  -0.044
H: 17.36400 37.00500 24.37800  0.161
H: 12.49500 30.76700 20.03500  0.462
H: 18.97800 30.62300 18.24300  0.485
H: 16.71800 31.00100 21.07200  0.477
H: 19.80400 33.56000 18.06300  0.486
H: 17.12400 33.12400 19.97100  -0.062
H: 20.59800 39.27700 26.57200  0.171
H: 17.43400 36.16200 26.51800  0.223
H: 16.58000 32.31100 18.19700  -0.044
H: 20.20000 40.45000 28.76800  0.163
H: 16.04100 34.60100 22.35000  0.212
H: 18.61500 35.79700 23.80500  0.196
H: 15.71700 35.21700 15.96600  0.450
H: 17.20400 36.72900 20.17500  0.494
H: 15.45600 34.21600 16.68300  0.472
H: 21.90400 37.95700 26.56800  0.242
H: 18.64200 31.54700 19.38700  0.478
H: 21.31000 39.98600 30.05500  0.220
H: 19.76100 39.21200 29.48400  0.148
H: 16.36900 34.29200 18.75500  -0.079
H: 18.01100 31.07600 15.38300  0.471
H: 14.72700 31.84100 17.47400  0.492
H: 13.56000 32.14600 16.55500  0.470
H: 18.82700 38.04200 25.63900  0.417
H: 17.33200 37.43700 21.57100  0.456
H: 13.17500 34.56000 20.95700  0.477
H: 17.26500 30.31700 22.28500  0.454
H: 20.02100 36.74100 27.91800  0.237
H: 19.88400 37.02700 25.50500  0.403